{"formula": "C28H72Cl4N4O20P4", "method": "ωB97M-V/def2-TZVPD", "species": ["C", "O", "P", "O", "O", "C", "O", "C", "H", "H", "H", "H", "H", "H", "H", "H", "H", "C", "O", "P", "O", "O", "C", "O", "C", "H", "H", "H", "H", "H", "H", "H", "H", "H", "C", "O", "P", "O", "O", "C", "O", "C", "H", "H", "H", "H", "H", "H", "H", "H", "H", "C", "O", "P", "O", "O", "C", "O", "C", "H", "H", "H", "H", "H", "H", "H", "H", "H", "C", "N", "C", "C", "O", "H", "H", "H", "H", "H", "H", "H", "C", "N", "C", "C", "O", "H", "H", "H", "H", "H", "H", "H", "C", "N", "C", "C", "O", "H", "H", "H", "H", "H", "H", "H", "C", "N", "C", "C", "O", "H", "H", "H", "H", "H", "H", "H", "Cl", "C", "C", "Cl", "H", "H", "H", "H", "Cl", "C", "C", "Cl", "H", "H", "H", "H"], "xyz": [[-4.6358, -1.3229, -1.6721], [-3.4163, -1.0325, -1.0741], [-3.0042, -1.6070, 0.3714], [-1.5896, -1.3673, 0.7879], [-4.1231, -0.8985, 1.3666], [-4.0269, -0.8965, 2.8142], [-3.5256, -3.0948, 0.1247], [-2.7770, -4.2118, 0.6438], [-5.2739, -1.9677, -1.0678], [-4.4466, -1.6415, -2.6972], [-5.3533, -0.5206, -1.8443], [-3.1606, -1.3491, 3.2966], [-4.8964, -1.4418, 3.1811], [-4.1331, 0.0960, 3.2522], [-1.9444, -3.8872, 1.2679], [-2.2682, -4.8016, -0.1187], [-3.2793, -4.9336, 1.2879], [-1.9296, 3.9599, 2.8963], [-3.0858, 4.5650, 3.4137], [-4.4034, 3.6614, 3.6884], [-4.2295, 2.4763, 4.6175], [-4.7495, 3.2682, 2.1227], [-5.6579, 2.3090, 1.8108], [-5.4098, 4.8688, 4.1159], [-6.7450, 4.7008, 4.5680], [-1.0945, 3.7838, 3.5744], [-1.5969, 4.6590, 2.1291], [-2.1979, 3.0524, 2.3554], [-6.3879, 2.7950, 1.1636], [-6.2438, 2.0170, 2.6824], [-5.2979, 1.4514, 1.2424], [-7.0154, 3.8583, 5.2046], [-7.4226, 4.5857, 3.7220], [-7.0236, 5.5927, 5.1294], [-0.0030, 5.2447, -0.9084], [-1.0811, 4.7764, -1.6260], [-2.3453, 5.6967, -1.9074], [-2.3601, 6.3503, -3.2400], [-2.4013, 6.7776, -0.6465], [-3.5421, 7.5713, -0.3505], [-3.5816, 4.7512, -1.5902], [-3.6669, 4.1110, -0.2621], [0.9508, 5.0276, -1.3893], [0.0435, 4.8364, 0.1011], [0.0112, 6.3330, -0.8501], [-3.3269, 8.5451, 0.0893], [-4.2492, 6.9716, 0.2227], [-4.1262, 7.8467, -1.2286], [-4.4936, 4.6435, 0.2081], [-2.8090, 4.3290, 0.3740], [-3.9608, 3.0628, -0.3169], [4.7341, -2.1796, -3.2473], [5.1720, -3.2374, -2.3721], [5.1361, -4.8301, -2.8834], [5.4785, -5.0054, -4.2940], [6.1328, -5.6576, -1.8921], [5.9402, -5.4809, -0.5776], [3.5834, -5.1945, -2.5432], [3.2524, -6.5780, -2.2333], [3.6697, -2.3809, -3.3682], [5.3314, -2.3008, -4.1510], [4.8345, -1.1646, -2.8628], [6.6465, -6.1257, -0.0547], [4.9451, -5.7557, -0.2277], [6.0630, -4.4791, -0.1659], [3.0028, -6.6675, -1.1760], [4.0625, -7.2726, -2.4555], [2.3678, -6.9657, -2.7386], [-0.2155, 1.8372, -0.1680], [0.2886, 0.5337, 0.0539], [1.5488, 0.0617, -0.1683], [1.7082, -1.4636, -0.1884], [2.4905, 0.7647, -0.4907], [-0.3245, 2.1121, -1.2171], [0.4249, 2.5563, 0.3427], [-1.1835, 2.0107, 0.3021], [-0.4333, -0.1251, 0.3087], [1.7880, -1.7324, 0.8649], [2.6560, -1.5997, -0.7092], [0.9316, -2.0035, -0.7303], [-0.4513, -0.7284, -3.1489], [0.0698, -2.0627, -3.5526], [0.9222, -2.2700, -4.5719], [1.3961, -3.7068, -4.7767], [1.2277, -1.4698, -5.4137], [-1.1600, -0.8838, -2.3354], [-1.0534, -0.2418, -3.9162], [0.4390, -0.1411, -2.9240], [-0.1855, -2.9138, -3.0725], [0.5419, -4.3751, -4.8854], [1.8844, -4.0564, -3.8671], [1.9789, -3.9226, -5.6721], [1.6911, 2.7865, -3.4362], [1.2789, 2.4020, -4.7296], [1.8662, 2.4346, -5.8941], [1.2963, 1.7864, -7.1380], [2.8807, 3.0358, -6.1407], [2.0500, 1.9357, -2.8571], [0.7466, 3.0236, -2.9464], [2.3568, 3.6456, -3.3529], [0.4118, 1.8862, -4.7758], [2.1259, 1.2375, -7.5835], [0.9717, 2.6379, -7.7361], [0.4512, 1.1351, -6.9148], [-0.4218, -0.3503, 3.5877], [-0.5281, -0.5978, 4.9520], [0.4290, -1.0656, 5.7052], [0.2578, -0.9798, 7.2396], [1.4569, -1.5635, 5.2467], [0.1958, 0.5020, 3.3044], [-1.4294, -0.0168, 3.3394], [-0.2679, -1.2367, 2.9721], [-1.4274, -0.4502, 5.3873], [1.2202, -0.6931, 7.6635], [-0.2408, -1.7840, 7.7807], [-0.3297, -0.1059, 7.5212], [2.6397, -5.4216, 5.4856], [3.2324, -5.3977, 3.8318], [2.6575, -4.0747, 3.2208], [2.9118, -4.1702, 1.4515], [3.1500, -6.3702, 3.3464], [4.2999, -5.3853, 4.0520], [3.1520, -3.2117, 3.6668], [1.6090, -3.8848, 3.4501], [7.5300, 0.9974, 1.2282], [6.2313, 0.4605, 0.3489], [5.2964, -0.4385, 1.1604], [6.0736, -1.9817, 1.3400], [6.6370, -0.0447, -0.5276], [5.6514, 1.3305, 0.0410], [4.3047, -0.6047, 0.7398], [5.2265, 0.0869, 2.1128]], "forces_ev_per_angstrom": [[-2.12, -0.33, -1.04], [1.43, 0.95, 1.93], [-1.05, 1.26, 0.17], [-2.14, -0.84, -0.62], [1.80, -0.67, -0.75], [-0.90, -0.34, 0.58], [0.79, -0.77, 1.07], [1.54, -0.50, 0.69], [0.50, -0.74, -0.30], [0.05, -0.75, 0.27], [0.74, 1.16, 0.46], [0.33, -0.16, -0.78], [-0.02, -0.17, -0.11], [0.17, 0.35, -0.61], [-0.01, 0.49, 0.02], [-0.49, 0.32, -0.58], [-1.04, 0.50, -0.30], [0.49, -0.10, -1.60], [-2.04, -0.42, 1.35], [0.95, -0.34, 0.41], [-0.81, 2.27, -1.98], [2.37, 1.72, 2.51], [-2.92, -0.86, -0.69], [1.40, -1.68, -0.27], [-1.27, 0.04, -0.05], [-0.49, 0.04, 0.48], [0.36, 0.01, 0.03], [0.21, -0.29, 0.18], [-0.23, -0.08, -0.27], [0.16, -0.56, 0.07], [0.55, -0.05, 0.40], [1.01, -0.31, 0.19], [0.09, 0.32, -0.26], [0.20, 0.05, -0.22], [2.20, 1.32, 0.87], [-1.53, -0.24, -0.27], [-0.91, 2.09, -0.52], [-0.21, -1.02, 1.68], [1.06, -1.00, -0.82], [-1.26, -0.22, -0.90], [0.54, -0.89, 0.35], [-0.96, 1.58, -0.38], [-0.20, -0.53, -0.28], [-0.24, -0.06, 0.02], [-0.25, 0.05, 0.22], [0.64, -0.49, 0.44], [0.18, 0.22, 0.56], [0.29, -0.19, -0.54], [-0.02, -0.20, 0.08], [0.18, -0.40, -0.41], [0.53, 0.09, -0.43], [-0.35, -1.18, -0.58], [0.61, -2.31, 0.72], [-0.13, 2.27, -0.28], [0.03, -0.22, 0.41], [-1.27, 1.28, -4.03], [-0.26, -0.12, 4.43], [0.90, -0.97, 0.51], [0.00, -0.19, 0.37], [-0.03, 0.41, -0.70], [-0.51, 0.34, -0.29], [0.42, -0.40, 0.64], [0.01, -0.02, 0.07], [-0.25, -0.31, -0.15], [0.33, 0.34, -0.56], [0.25, 0.25, 0.14], [0.15, 0.21, -0.06], [0.03, 0.68, -0.56], [0.50, 1.54, 0.37], [-0.23, -1.28, 0.42], [-0.95, -0.22, -1.42], [0.32, 1.22, 0.35], [0.17, 0.58, 0.28], [0.17, -0.01, -0.10], [0.26, 0.27, -0.36], [-0.20, -0.57, 0.01], [0.39, -0.38, -0.10], [-0.04, -0.63, -0.20], [0.02, -0.35, 0.27], [-0.17, 0.14, 0.36], [0.32, -1.29, -0.45], [-0.62, 0.24, 0.60], [0.13, -1.79, -1.60], [-0.62, -0.72, 0.95], [0.28, 2.03, -0.32], [0.53, 0.15, 0.36], [0.30, -0.13, -0.43], [-0.42, 0.40, 0.37], [-0.17, 0.49, 0.28], [-0.41, 0.06, 0.11], [0.39, -0.11, -0.14], [0.27, 0.77, 0.27], [-0.57, 0.11, 1.42], [-2.33, -1.31, 0.00], [1.34, 0.20, -2.72], [-1.01, -0.23, 1.08], [2.08, 1.26, 0.76], [0.62, 0.02, -0.04], [0.10, 0.50, 0.36], [0.03, -0.22, -0.45], [0.10, 0.00, 0.35], [-0.33, 0.11, -0.14], [0.07, -0.30, -0.34], [-0.04, -0.20, -0.31], [-1.44, 0.44, -2.12], [-1.85, 0.62, 1.22], [2.48, -2.00, 2.18], [-0.34, 1.35, -0.13], [-0.34, 0.54, -0.10], [0.58, -0.33, 0.15], [0.00, 0.08, -0.53], [0.50, 0.10, 0.05], [0.30, 0.31, 0.03], [0.17, -0.79, -0.05], [0.48, -0.45, -0.44], [-0.42, 0.19, -0.33], [-0.77, -0.49, 1.00], [0.70, 0.98, 0.48], [0.70, -1.23, 0.20], [-0.02, 0.21, 0.03], [-1.08, 0.36, -0.30], [0.19, 0.77, -0.76], [0.37, -0.11, -0.35], [-0.04, -0.61, -0.23], [2.79, 1.10, 2.05], [-2.94, -0.74, -2.10], [0.31, 1.15, -0.17], [0.33, -1.21, 0.53], [-0.42, -0.07, -0.10], [-0.06, -0.06, -0.24], [0.26, 0.31, -0.22], [-0.32, -0.49, 0.26]], "lowdin_charge": [-0.128, -0.214, 0.515, -0.239, -0.231, -0.083, -0.206, -0.081, 0.090, 0.100, 0.089, 0.075, 0.092, 0.067, 0.075, 0.091, 0.091, -0.117, -0.208, 0.540, -0.264, -0.265, -0.159, -0.207, -0.107, 0.101, 0.079, 0.070, 0.097, 0.093, 0.083, 0.090, 0.086, 0.093, -0.139, -0.205, 0.435, -0.231, -0.251, -0.104, -0.206, -0.059, 0.090, 0.077, 0.092, 0.092, 0.076, 0.089, 0.079, 0.061, 0.090, -0.071, -0.262, 0.492, -0.227, -0.177, -0.198, -0.248, -0.090, 0.069, 0.091, 0.088, 0.103, 0.055, 0.053, 0.074, 0.092, 0.085, -0.080, 0.011, -0.531, -0.020, 0.028, 0.071, 0.083, 0.074, 0.050, 0.044, 0.072, 0.066, -0.037, 0.018, -0.587, -0.004, 0.064, 0.061, 0.083, 0.076, 0.126, 0.076, 0.050, 0.094, -0.062, 0.019, -0.606, -0.002, 0.036, 0.071, 0.060, 0.100, 0.128, 0.090, 0.085, 0.062, -0.095, -0.002, -0.545, 0.003, 0.029, 0.100, 0.062, 0.080, 0.147, 0.081, 0.078, 0.064, 0.565, -0.669, -0.633, 0.580, 0.066, 0.055, 0.069, 0.052, 0.655, -0.798, -0.668, 0.591, 0.062, 0.075, 0.041, 0.068], "e_tot_ev": -164366.433, "homo_ev": -8.6}